Record 1
C2H11N3P | ωB97M-V with the def2-TZVPD basis set

Calculated values
E_LUMO ... -2.993 eV
Energy above the lowest of the compared OMol25 structures with the same formula, charge and spin ... 69.6 kcal per mole
Gap between HOMO and LUMO ... 8.220 eV

```
! RIJCOSX wB97M-V def2-TZVPD def2/J DEFGRID3
* xyz 1 1
C 1.253 0.330 -0.036
C -1.479 0.275 0.153
N 2.071 -0.678 -0.725
N -2.649 0.337 -0.439
N -1.115 1.267 0.949
P -0.457 -1.282 0.185
H 1.844 0.813 0.715
H 1.162 1.061 -0.864
H 2.736 -0.140 -1.397
H 2.827 -1.124 -0.185
H -3.312 1.177 -0.587
H -2.877 -0.380 -1.091
H -0.331 1.148 1.463
H 1.407 -1.289 -1.284
H -1.792 1.963 1.275
H -0.235 -1.465 1.457
H -1.579 -2.142 0.534
*
```

***

Record 2
C40H90BN4O19 | ωB97M-V with the def2-TZVPD basis set

Calculated values
E_LUMO ... 1.952 eV
Energy above the lowest of the compared OMol25 structures with the same formula, charge and spin ... 154.5 kcal per mole
Gap between HOMO and LUMO ... 8.440 eV

```
! RIJCOSX wB97M-V def2-TZVPD def2/J DEFGRID3
* xyz -1 1
O 2.308 3.559 -0.816
C 1.209 3.434 -0.363
O 0.476 2.354 -0.571
B -0.859 2.505 -0.033
O -0.852 3.927 0.461
C 0.254 4.511 0.242
O 0.515 5.685 0.517
O -1.332 1.555 0.991
C -2.194 0.711 0.469
O -2.625 -0.304 1.020
C -2.486 1.189 -0.982
O -1.910 2.325 -1.097
O -3.309 0.642 -1.674
C -0.560 3.431 -8.484
C 0.758 3.489 -7.846
C 1.480 2.077 -8.056
C 2.190 1.815 -9.370
C 3.140 2.994 -9.571
C 2.496 4.459 -9.527
N 1.601 4.626 -8.318
O 1.033 5.875 -8.204
C 3.728 5.387 -9.448
C 1.788 4.665 -10.861
C 0.647 3.572 -6.210
H -1.127 4.329 -8.240
H -1.128 2.523 -8.281
H -0.485 3.418 -9.571
H 2.149 1.870 -7.221
H 0.613 1.435 -7.897
H 1.452 1.791 -10.171
H 2.749 0.880 -9.400
H 3.727 2.830 -10.474
H 3.898 2.827 -8.806
H 4.483 5.239 -10.220
H 3.323 6.380 -9.644
H 4.058 5.494 -8.414
H 2.301 4.241 -11.724
H 0.843 4.121 -10.880
H 1.472 5.701 -10.978
H 0.294 4.574 -5.964
H 1.662 3.581 -5.813
H -0.039 2.892 -5.705
H 1.194 6.238 -7.330
C -4.490 -4.970 6.702
C -5.745 -4.646 7.552
C -5.350 -3.954 8.870
C -5.143 -2.449 8.808
C -6.445 -1.857 8.082
C -6.676 -2.337 6.636
N -6.741 -3.772 6.780
O -7.319 -4.476 5.635
C -7.987 -1.772 6.266
C -5.649 -1.717 5.731
C -6.308 -6.040 7.843
H -3.732 -5.485 7.292
H -4.018 -4.014 6.477
H -4.639 -5.409 5.716
H -6.115 -4.132 9.625
H -4.450 -4.441 9.247
H -4.227 -2.204 8.271
H -5.026 -2.007 9.798
H -6.566 -0.777 8.167
H -7.198 -2.331 8.711
H -8.872 -2.273 6.657
H -8.251 -0.746 6.520
H -8.196 -1.886 5.202
H -6.013 -1.335 4.777
H -5.124 -0.896 6.218
H -4.969 -2.501 5.397
H -7.218 -5.968 8.438
H -5.559 -6.659 8.336
H -6.726 -6.696 7.079
H -6.725 -4.269 4.910
C 2.116 -7.005 -4.114
C 2.584 -6.070 -3.005
C 4.111 -5.691 -3.236
C 4.380 -4.554 -4.176
C 3.453 -3.331 -3.979
C 1.923 -3.763 -3.929
N 1.743 -4.856 -2.973
O 0.408 -5.108 -2.787
C 1.235 -2.379 -3.369
C 1.422 -4.021 -5.399
C 2.469 -6.747 -1.584
H 2.094 -6.517 -5.089
H 1.095 -7.375 -4.029
H 2.839 -7.815 -4.024
H 4.615 -5.387 -2.319
H 4.702 -6.556 -3.535
H 4.219 -4.958 -5.175
H 5.383 -4.128 -4.147
H 3.517 -2.636 -4.816
H 3.948 -2.882 -3.118
H 1.192 -1.544 -4.069
H 0.196 -2.600 -3.123
H 1.680 -2.121 -2.409
H 0.925 -3.196 -5.910
H 2.243 -4.227 -6.084
H 0.706 -4.843 -5.405
H 3.029 -7.672 -1.448
H 1.510 -7.261 -1.516
H 2.763 -5.987 -0.860
H 0.276 -5.096 -1.836
C 0.883 -1.821 5.275
C 2.190 -1.015 5.296
C 2.498 -0.517 3.961
C 3.651 0.426 3.876
C 3.403 1.622 4.926
C 3.090 1.214 6.302
N 2.158 0.138 6.253
O 1.805 -0.200 7.472
C 4.392 0.862 7.137
C 2.407 2.413 7.035
C 3.346 -1.947 5.761
H -0.087 -1.330 5.206
H 0.769 -2.347 6.223
H 0.864 -2.472 4.401
H 2.693 -1.383 3.329
H 1.583 -0.160 3.490
H 3.761 0.927 2.914
H 4.605 -0.081 4.018
H 2.584 2.239 4.556
H 4.442 1.931 4.817
H 5.036 0.095 6.707
H 5.062 1.720 7.205
H 4.139 0.449 8.113
H 1.893 2.219 7.976
H 3.168 3.193 7.036
H 1.661 2.856 6.375
H 4.346 -1.525 5.664
H 3.360 -2.951 5.335
H 3.302 -2.207 6.818
H 2.506 -0.760 7.814
O 3.185 6.743 -3.934
H 3.157 5.909 -3.465
H 4.087 7.046 -3.831
O -3.537 -0.313 -6.423
H -3.706 -0.304 -5.481
H -4.152 0.325 -6.784
O 6.736 7.528 -1.663
H 7.309 8.119 -1.174
H 6.489 6.855 -1.030
O 1.983 9.231 3.769
H 2.769 9.193 3.224
H 1.264 9.035 3.168
O -4.495 5.643 0.822
H -3.914 4.986 1.206
H -4.057 6.478 0.989
O -7.117 -3.702 1.425
H -6.645 -2.920 1.138
H -7.784 -3.840 0.753
O -2.647 8.659 1.056
H -2.806 9.111 0.227
H -1.864 8.131 0.894
*
```

***

Record 3
C21H18N4O6S | ωB97M-V with the def2-TZVPD basis set

Calculated values
E_LUMO ... -0.655 eV
Energy above the lowest of the compared OMol25 structures with the same formula, charge and spin ... 0.0 kcal per mole
Gap between HOMO and LUMO ... 7.348 eV

```
! RIJCOSX wB97M-V def2-TZVPD def2/J DEFGRID3
* xyz 0 1
C 8.425 0.864 2.013
C 8.600 -0.158 0.899
O 7.843 0.149 -0.277
C 6.490 0.110 -0.197
C 5.777 1.269 0.120
C 4.397 1.298 0.099
C 3.674 0.161 -0.259
C 2.186 0.106 -0.278
O 1.580 -0.930 -0.062
N 1.575 1.291 -0.561
C 0.207 1.584 -0.618
S -0.152 3.158 -0.957
N -0.614 0.557 -0.387
C -2.004 0.468 -0.350
C -2.872 1.538 -0.550
C -4.235 1.336 -0.489
C -4.768 0.075 -0.228
N -6.153 -0.055 -0.180
C -6.904 -1.172 0.057
O -6.466 -2.284 0.273
C -8.350 -0.897 0.028
C -9.402 -1.757 0.216
C -10.573 -0.981 0.084
C -10.154 0.290 -0.172
O -8.817 0.355 -0.209
C -3.899 -0.997 -0.028
C -2.537 -0.797 -0.089
C 4.365 -0.998 -0.585
C 5.750 -1.029 -0.553
N 6.394 -2.269 -0.934
O 7.425 -2.569 -0.379
O 5.836 -2.931 -1.778
H 8.663 1.863 1.656
H 7.406 0.855 2.396
H 9.101 0.616 2.827
H 9.630 -0.164 0.540
H 8.343 -1.162 1.250
H 6.335 2.156 0.374
H 3.892 2.207 0.390
H 2.148 2.096 -0.781
H -0.128 -0.329 -0.204
H -2.489 2.522 -0.753
H -4.899 2.175 -0.645
H -6.670 0.800 -0.343
H -9.326 -2.804 0.420
H -11.585 -1.320 0.169
H -10.694 1.201 -0.341
H -4.299 -1.977 0.173
H -1.869 -1.631 0.067
H 3.819 -1.888 -0.865
*
```

***

Record 4
C5H9P | ωB97M-V with the def2-TZVPD basis set

Calculated values
E_LUMO (alpha / beta) ... 1.137 / -1.281 eV
Energy above the lowest of the compared OMol25 structures with the same formula, charge and spin ... 4.8 kcal per mole
Gap between HOMO and LUMO (alpha / beta) ... 6.888 / 7.646 eV
⟨S²⟩ ... 2.036

```
! RIJCOSX wB97M-V def2-TZVPD def2/J DEFGRID3
* xyz 0 3
C -2.201 1.484 0.175
C 1.943 -1.560 -1.675
C 0.048 -0.212 -0.943
C 1.207 -0.983 -0.742
C -0.272 0.458 1.822
P -1.088 0.238 0.234
H -2.793 1.548 1.059
H -2.572 1.750 -0.762
H 1.893 -1.603 -2.789
H 2.931 -1.824 -1.293
H -0.232 -0.084 -1.948
H 1.334 -1.007 0.387
H 0.590 0.989 1.659
H -0.849 1.204 2.423
H 0.062 -0.397 2.392
*
```

***

Record 5
C20H48N2O14P | ωB97M-V with the def2-TZVPD basis set

Calculated values
E_LUMO ... 2.061 eV
Energy above the lowest of the compared OMol25 structures with the same formula, charge and spin ... 29.9 kcal per mole
Gap between HOMO and LUMO ... 2.438 eV

```
! RIJCOSX wB97M-V def2-TZVPD def2/J DEFGRID3
* xyz -1 1
N 0.411 0.006 0.617
H 0.580 0.171 1.548
H 1.134 -0.266 0.369
H -0.173 0.787 0.359
H -0.222 -0.707 0.450
N 1.279 -1.066 4.394
H 2.279 -1.353 4.528
H 1.419 -0.324 3.902
H 0.706 -0.907 5.157
H 0.842 -1.674 3.764
P 1.934 -2.596 1.517
O 2.250 -3.784 2.112
O 0.322 -2.488 1.764
O 2.186 -2.428 0.134
O 2.308 -1.421 2.274
O -2.683 0.690 -1.030
C -3.091 0.042 -1.955
O -3.386 -1.220 -1.724
C -2.838 -2.083 -0.676
C -3.663 -3.343 -0.567
C -3.628 0.660 -3.206
H -2.807 -1.482 0.113
H -1.911 -2.568 -1.084
H -3.359 -3.875 0.347
H -3.582 -3.826 -1.424
H -4.698 -3.244 -0.383
H -4.051 1.652 -3.234
H -4.238 -0.017 -3.930
H -2.615 0.916 -3.742
O -1.207 -0.264 5.167
C -1.463 -0.039 3.981
O -1.222 1.031 3.340
C -0.556 2.178 4.021
C -0.850 3.510 3.338
C -2.217 -1.044 3.046
H 0.576 1.971 4.083
H -0.752 2.398 4.965
H -0.694 3.267 2.280
H -0.133 4.201 3.431
H -1.810 3.743 3.292
H -3.276 -0.695 2.920
H -2.238 -2.055 3.308
H -1.789 -1.074 2.019
O -2.035 -5.554 1.144
C -1.098 -4.788 0.855
O -0.614 -4.410 -0.385
C 0.421 -3.506 -0.676
C 0.373 -3.422 -2.233
C -0.311 -4.003 1.918
H 1.406 -3.721 -0.271
H 0.112 -2.578 -0.066
H 1.070 -2.779 -2.596
H -0.656 -3.112 -2.476
H 0.667 -4.412 -2.624
H -0.340 -4.732 2.797
H -0.644 -2.895 2.154
H 0.780 -3.873 1.961
O 1.548 2.739 0.432
C 2.655 2.741 0.688
O 3.614 3.491 0.154
C 3.391 4.306 -0.992
C 4.628 4.838 -1.616
C 3.281 1.982 1.849
H 2.813 5.156 -0.769
H 2.744 3.794 -1.618
H 5.469 4.069 -1.822
H 4.879 5.610 -0.828
H 4.555 5.267 -2.562
H 3.623 2.584 2.670
H 3.978 1.312 1.441
H 2.529 1.206 2.333
O 1.054 1.768 -2.240
C 0.422 1.065 -3.034
O -0.299 1.505 -4.173
C -0.283 2.867 -4.473
C -0.890 3.061 -5.874
C 0.264 -0.522 -2.841
H 0.779 3.153 -4.544
H -0.729 3.444 -3.829
H -1.776 2.623 -5.983
H -0.307 2.660 -6.665
H -0.866 4.127 -6.214
H 1.022 -0.906 -2.048
H 0.593 -1.031 -3.695
H -0.894 -0.506 -2.833
*
```

***

Record 6
C5H11NO | ωB97M-V with the def2-TZVPD basis set

Calculated values
E_LUMO (alpha / beta) ... -4.453 / -6.970 eV
Energy above the lowest of the compared OMol25 structures with the same formula, charge and spin ... 34.4 kcal per mole
Gap between HOMO and LUMO (alpha / beta) ... 9.246 / 7.776 eV
⟨S²⟩ ... 0.792

```
! RIJCOSX wB97M-V def2-TZVPD def2/J DEFGRID3
* xyz 1 2
C 0.514 2.378 -0.573
N -0.769 1.659 -0.391
C -0.877 0.512 0.243
C 0.216 -0.217 0.751
C 0.027 -1.350 1.544
C 1.044 -2.043 2.173
H 1.262 2.268 0.203
H 0.259 3.423 -0.682
H 0.923 1.990 -1.498
H -1.487 2.342 -0.163
H -1.827 0.046 0.368
H 1.139 0.332 0.882
H -0.961 -1.798 1.565
H 0.686 -2.630 3.014
H 2.083 -1.758 2.087
H 0.379 -0.507 -2.985
H -0.242 -1.295 -1.824
O -0.274 -1.182 -2.784
*
```

***

Record 7
C35H38IrN8O7 | ωB97M-V with the def2-TZVPD basis set

Calculated values
E_LUMO ... -3.375 eV
Energy above the lowest of the compared OMol25 structures with the same formula, charge and spin ... 23.0 kcal per mole
Gap between HOMO and LUMO ... 7.275 eV

```
! RIJCOSX wB97M-V def2-TZVPD def2/J DEFGRID3
* xyz 1 1
Ir -1.370 -0.343 -0.070
C 5.624 3.381 1.102
O 4.444 2.618 1.319
C 4.333 1.962 2.508
C 5.286 1.971 3.513
C 5.050 1.275 4.693
C 3.863 0.592 4.880
C 2.897 0.596 3.882
C 3.133 1.259 2.688
N 2.197 1.353 1.631
C 1.281 0.434 1.247
N 1.464 -0.812 1.682
C 0.586 -1.904 1.634
C -0.664 -1.880 1.022
C -1.434 -3.055 1.157
C -0.967 -4.172 1.815
C 0.304 -4.182 2.384
C 1.075 -3.048 2.295
O 2.308 -2.912 2.886
C 3.243 -3.967 2.655
N 0.251 0.770 0.475
C 0.196 2.156 0.080
C -0.719 3.007 0.675
C -0.845 4.324 0.263
C -0.042 4.792 -0.763
C 0.899 3.962 -1.361
C 1.029 2.646 -0.935
O 1.939 1.764 -1.436
C 2.904 2.257 -2.358
H 5.523 3.822 0.115
H 6.509 2.743 1.127
H 5.718 4.174 1.846
H 6.211 2.513 3.387
H 5.801 1.284 5.471
H 3.672 0.067 5.805
H 1.951 0.099 4.051
H 2.290 2.173 1.054
H 2.312 -0.997 2.202
H -2.430 -3.070 0.742
H -1.595 -5.049 1.901
H 0.669 -5.051 2.914
H 2.843 -4.931 2.964
H 4.119 -3.738 3.255
H 3.516 -4.007 1.598
H -1.332 2.622 1.483
H -1.559 4.979 0.744
H -0.133 5.815 -1.102
H 1.519 4.345 -2.157
H 3.581 1.430 -2.550
H 3.457 3.095 -1.930
H 2.431 2.566 -3.293
O -2.357 1.352 -1.093
C -3.513 1.688 -0.803
C -4.536 0.836 -0.268
C -5.797 1.429 -0.069
C -6.821 0.697 0.452
C -6.639 -0.644 0.822
C -5.424 -1.241 0.641
C -4.331 -0.543 0.063
O -3.234 -1.205 -0.122
N -8.134 1.325 0.637
O -8.238 2.501 0.350
O -9.029 0.626 1.063
H -3.798 2.729 -1.001
H -5.963 2.464 -0.340
H -7.470 -1.184 1.254
H -5.262 -2.272 0.921
C -1.749 -0.527 -3.034
N -1.380 -1.081 -4.310
C 0.047 -0.855 -4.538
N 0.859 -1.504 -3.504
C 0.509 -0.953 -2.220
N -0.958 -1.162 -1.904
C -1.216 -2.659 -1.980
N -0.856 -3.189 -3.268
C -1.637 -2.523 -4.309
C 0.565 -2.939 -3.511
H -2.803 -0.707 -2.824
H -1.545 0.542 -3.014
H 0.247 0.218 -4.532
H 0.321 -1.260 -5.512
H 0.699 0.117 -2.196
H 1.078 -1.440 -1.427
H -2.277 -2.808 -1.779
H -0.625 -3.134 -1.202
H -2.699 -2.700 -4.134
H -1.367 -2.935 -5.281
H 0.840 -3.354 -4.480
H 1.155 -3.432 -2.736
*
```

***

Record 8
C7H8ClN4O2S | ωB97M-V with the def2-TZVPD basis set

Calculated values
E_LUMO ... 2.397 eV
Gap between HOMO and LUMO ... 7.751 eV

```
! RIJCOSX wB97M-V def2-TZVPD def2/J DEFGRID3
* xyz -1 1
C 1.149 1.309 -0.087
C 0.838 1.294 -1.603
C 3.093 2.050 -0.966
C -3.101 -1.291 -0.540
C 1.156 0.026 2.061
C -0.258 0.681 -2.071
C 0.735 0.031 0.545
N 2.478 1.841 0.140
N -3.049 -1.741 0.630
N -2.939 -0.687 -1.522
N -3.451 -2.925 1.112
O -3.984 -3.755 0.341
O -3.393 -3.134 2.303
S 2.319 1.702 -2.532
Cl 4.660 2.707 -0.977
H 0.487 2.087 0.274
H 0.545 0.567 2.741
H 2.193 0.413 1.898
H 1.178 -1.103 2.478
H -1.212 0.324 -1.541
H -0.326 0.451 -3.138
H 1.232 -0.802 0.140
H -0.350 -0.045 0.315
*
```